The following is a DFT calculation (ωB97M-V/def2-TZVPD) of a structure of composition C29H44N3SbSi3SnTe.

The value obtained for the LUMO energy is -6.4 eV. The calculation puts the total energy at -2886.3158 Ha. As for the net charge: +2.

Last column: Löwdin charge in e.
Geometry (Å):
Sn 0.560 1.735 -0.051  0.9187
C 1.925 -3.050 -0.632  -0.2804
Sb 1.003 -1.290 -1.424  1.4590
C 1.991 0.171 -0.060  -0.6542
C 2.273 -0.144 1.354  -0.3264
C 3.271 -1.064 1.704  -0.0173
C 3.594 -1.319 3.015  0.0233
C 2.921 -0.647 4.040  0.0027
C 1.951 0.239 3.690  -0.0108
N 1.629 0.480 2.393  0.0031
Si 3.573 0.730 -1.024  0.3801
C 4.764 -0.657 -1.406  -0.1679
C 4.413 1.993 0.072  -0.1579
C 3.022 1.435 -2.675  -0.2134
C -1.119 -1.537 -0.821  -0.5395
C -1.932 -0.288 -0.659  -0.3631
C -3.330 -0.391 -0.791  -0.0595
C -4.176 0.671 -0.590  0.0108
C -3.641 1.903 -0.226  -0.0084
C -2.286 1.986 -0.112  -0.1284
N -1.443 0.937 -0.334  -0.0353
Si -1.727 -2.421 -2.483  0.4373
C -3.316 -3.404 -2.295  -0.1573
C -0.427 -3.617 -3.114  -0.2039
C -1.959 -1.072 -3.755  -0.1582
Si -1.442 -2.667 0.720  0.4755
C -3.229 -2.637 1.275  -0.1564
C -0.515 -2.001 2.208  -0.1474
C -0.977 -4.442 0.377  -0.1508
H 2.999 -2.903 -0.741  0.0032
H 1.637 -3.905 -1.239  0.0089
H 1.684 -3.244 0.409  0.0048
H 3.789 -1.572 0.906  0.0930
H 4.375 -2.031 3.250  0.1369
H 3.157 -0.806 5.081  0.1315
H 1.406 0.807 4.430  0.1342
H 5.235 -1.135 -0.547  0.0356
H 5.573 -0.193 -1.980  0.0573
H 4.333 -1.426 -2.051  0.0350
H 5.008 1.504 0.848  0.0442
H 3.716 2.675 0.565  0.0159
H 5.099 2.607 -0.517  0.0526
H 3.211 0.704 -3.463  0.0445
H 3.614 2.323 -2.910  0.0491
H 1.968 1.708 -2.767  -0.0230
H -3.746 -1.353 -1.040  0.0851
H -5.244 0.542 -0.704  0.1353
H -4.255 2.771 -0.035  0.1275
H -1.828 2.926 0.174  0.0715
H -3.539 -3.745 -1.285  0.0109
H -3.241 -4.298 -2.918  0.0527
H -4.176 -2.837 -2.659  0.0494
H -0.213 -4.428 -2.419  0.0277
H 0.513 -3.174 -3.450  0.0108
H -0.872 -4.074 -4.004  0.0564
H -2.745 -0.364 -3.488  0.0368
H -2.247 -1.530 -4.705  0.0536
H -1.038 -0.512 -3.935  0.0309
H -3.570 -1.645 1.575  0.0433
H -3.271 -3.270 2.167  0.0547
H -3.948 -3.047 0.566  0.0309
H -0.862 -0.987 2.423  0.0282
H 0.570 -1.998 2.104  0.0109
H -0.762 -2.614 3.079  0.0556
H -1.590 -4.876 -0.415  0.0366
H -1.185 -5.016 1.284  0.0556
H 0.069 -4.604 0.125  0.0110
N -0.326 1.838 2.888  0.1554
C 0.533 1.432 2.079  -0.3775
H -0.288 1.485 3.845  0.0697
Te 0.972 4.126 -1.130  1.0916
C -0.398 5.103 0.158  -0.6583
C -0.109 5.261 1.510  -0.1581
C -1.025 5.902 2.331  -0.0601
C -2.209 6.397 1.801  -0.0530
C -2.482 6.255 0.448  -0.0630
C -1.579 5.603 -0.381  -0.1632
H 0.824 4.896 1.921  0.0949
H -0.806 6.028 3.383  0.1155
H -2.912 6.911 2.443  0.1169
H -3.395 6.661 0.031  0.1162
H -1.795 5.493 -1.437  0.1004